The following is a quantum chemistry calculation of a molecular structure, C14H18FeO12, from the Open Molecules 2025 dataset.

Expectation value of S²: 8.7620
E_HOMO (alpha / beta): -4.122 / -4.048 eV
Electronic energy: -2710.820524 hartree
2S+1: 6
Largest force on an atom: 0.14990 Eh/bohr
Net charge: -1
E_LUMO (alpha / beta): 2.228 / 1.633 eV

CARTESIAN COORDINATES (ANGSTROEM)
Fe 0.0072 0.8726 0.4014
O 1.5310 2.2355 -0.2618
C 1.6873 3.1257 0.8753
C 0.4330 3.2439 1.8498
O -0.2815 2.1130 2.2489
H 1.9541 4.0932 0.4499
H 2.6102 2.8608 1.3911
H -0.3217 3.8009 1.2945
H 0.8024 3.6905 2.7729
C -3.9236 0.7550 -0.9545
C -2.6184 0.7076 -0.2764
C -2.3308 -0.5608 0.5729
O -1.1624 -0.7452 1.0007
C -3.4270 -1.4794 0.9140
C -4.6609 -1.2932 0.2753
C -4.9043 -0.1653 -0.7367
O -6.0137 0.0805 -1.3745
O -5.6044 -2.0957 0.6229
O -1.8033 1.5851 -0.4118
H -4.1752 1.5759 -1.6096
H -3.2027 -2.3102 1.5665
C -1.4447 -2.2972 -2.8330
O -0.1916 -1.8256 -3.2270
C 0.3816 -0.7909 -2.5673
O -0.0211 -0.2767 -1.5478
O 1.4282 -0.5274 -3.3020
C 2.3850 0.4290 -2.9875
H -2.2766 -1.7020 -3.2094
H -1.5405 -2.5013 -1.7666
H -1.5665 -3.2875 -3.2719
H 2.9144 0.6839 -3.9056
H 3.1318 0.1242 -2.2543
H 1.7663 1.2068 -2.5399
C 2.5408 0.7446 3.6351
O 2.9821 -0.4551 2.9850
C 2.3276 -0.9403 1.9251
O 1.5188 -0.3505 1.2579
O 2.9519 -2.1027 1.5403
C 2.7185 -2.7414 0.3031
H 1.4664 0.7457 3.8188
H 2.6787 1.6141 2.9922
H 3.2008 1.0448 4.4490
H 1.6755 -3.0363 0.1873
H 3.2410 -3.6946 0.2222
H 3.1364 -2.1540 -0.5144